Entry from the Open Molecules 2025 dataset: a gas-phase ion, C3H7N2S (charge +1) at a distorted geometry (the ωB97M-V functional and the def2-TZVPD basis).

Geometry (Å):
H1 -1.45 -0.79 1.74
C1 1.05 1.08 -1.13
S1 1.57 -0.43 -0.29
H2 -2.02 -0.27 -0.97
H3 1.49 1.01 -2.13
H4 0.25 -0.75 2.31
C2 -0.93 0.01 -0.88
N1 -0.46 -0.45 1.54
C3 -0.03 -0.97 0.07
H5 -0.35 0.62 1.46
N2 -0.32 1.03 -1.28
H6 1.32 1.94 -0.46
H7 -0.11 -2.05 0.01

Properties
Gap between HOMO and LUMO ... 9.92 eV
Total charge ... +1
Relative energy (zero: lowest compared OMol25 entry of this formula, charge and spin) ... 42.8 kcal/mol
Maximum force ... 0.061 Eh/bohr
SMILES ... [NH3+][C@H]1C=NCS1
Calculated total energy ... -17031.7141 eV